The following is a quantum chemistry calculation of 3 unconnected molecules or ions with the total composition C2H2ClN3, from OMol25.

## Properties
energy above the lowest of the compared OMol25 structures with the same formula, charge and spin: 133.0 kJ/mol

Structure (ORCA input):
```
! RIJCOSX wB97M-V def2-TZVPD def2/J DEFGRID3
* xyz 0 1
C 0.563 0.376 -1.443
C 0.439 0.962 -0.152
N 0.880 0.144 -2.504
N -2.009 -2.475 1.044
N -1.822 -1.463 1.421
Cl 1.925 0.247 1.021
H 0.416 2.019 -0.135
H -0.394 0.190 0.748
*
```

Results of the Löwdin charge analysis, in e, for atoms 1 through 4: -0.36 -0.38 0.17 0.05